95
Properties=species:S:1:pos:R:3:forces:R:3 method="wB97M-V/def2-TZVPD" mol_weight_g_mol=668.0 e_tot_ev=-79578.9644 homo_lumo_gap_ev=7.384 lumo_ha=-0.027 homo_ev=-8.122
O -2.3294 -3.0301 0.8953 3.87 1.08 1.39
O 2.1010 2.2360 0.5365 2.16 6.23 0.22
Cl 3.4195 -2.3653 -3.0012 -0.02 0.04 0.75
O -0.0754 -2.9391 1.6374 -2.08 -0.25 -0.35
O -2.0448 -0.2420 -0.1061 2.39 -3.32 1.91
C -1.2623 -2.4150 1.0543 -3.95 -2.48 -1.35
C -1.0293 -1.0780 0.5647 -0.65 2.23 -0.99
C 0.2398 -0.7626 0.9013 -1.55 1.54 -0.68
C 0.5275 0.6684 0.7037 1.56 -0.33 0.72
C 5.0003 -0.7751 0.3303 -0.84 0.60 1.27
C 4.8011 -1.5219 -0.8121 1.08 -0.80 -0.11
C 3.9420 0.0506 0.7468 0.30 0.46 0.30
C 2.6363 -0.5253 -1.1307 -0.72 -0.10 0.75
C 3.6437 -1.3921 -1.5420 -0.80 0.40 -0.21
C 2.7398 0.1869 0.0653 3.94 -2.63 -0.80
N 1.8081 1.0903 0.5599 -5.91 -4.41 -0.43
C 0.8802 -1.9459 1.6163 1.37 2.51 -1.75
C -1.2208 1.3471 -1.7632 1.51 -1.10 -0.12
C -3.0819 1.8749 -0.2253 1.35 -0.21 0.22
C -0.6741 1.6049 0.7108 -0.04 0.68 -0.60
C -1.7047 1.1384 -0.3543 -1.00 0.24 0.73
H 5.8789 -0.8614 1.0101 -0.61 -0.03 -0.96
H 5.5419 -2.2603 -1.1160 -0.09 0.25 -0.09
H 4.0065 0.6440 1.6345 0.44 0.05 0.57
H 1.6688 -0.4864 -1.5608 -0.59 -0.10 -1.11
H 1.7597 -2.2050 1.0000 -0.15 -0.43 0.33
H 1.2579 -1.5930 2.5599 -0.09 -0.35 0.77
H -0.2940 0.7118 -1.9839 -1.37 0.73 0.02
H -0.9558 2.3770 -1.8560 0.47 0.88 0.01
H -2.0081 1.2202 -2.4915 -0.03 -0.71 -0.17
H -3.5095 1.7311 0.7500 -0.20 -0.29 0.46
H -3.7932 1.5489 -0.9817 0.16 -0.11 -0.04
H -2.8978 2.9341 -0.3084 -0.07 0.48 -0.26
H -1.1977 1.6883 1.6816 0.57 -0.24 -0.27
H -0.3843 2.6361 0.4206 0.13 -0.65 0.40
O 0.9982 1.0341 -4.8580 1.19 0.96 1.45
H 0.9281 1.7651 -4.1619 0.42 -1.72 -1.42
H 1.9235 0.6293 -4.7977 -1.30 0.88 0.01
O 1.8499 -4.7006 -0.1870 1.27 -0.10 2.37
H 2.6458 -5.2193 0.1612 -1.84 1.19 -0.69
H 1.4205 -4.2208 0.5935 0.82 -1.14 -1.33
O -2.9683 -3.3383 -1.9540 0.98 1.35 -0.72
H -3.1121 -2.5098 -2.5167 0.65 -1.72 1.31
H -1.9880 -3.3863 -1.7083 -1.82 0.57 -0.76
O -2.6701 4.3014 -3.2737 1.61 -0.44 -1.28
H -1.7522 4.6717 -3.4838 -2.03 -1.03 0.31
H -2.8374 3.5100 -3.8814 0.69 1.48 0.90
O -5.0613 -3.6490 0.6903 0.72 1.38 -0.42
H -4.1160 -3.7663 0.3490 -1.96 0.86 0.58
H -5.2677 -2.6587 0.7124 0.98 -2.20 -0.26
O 3.6925 -3.4019 3.6109 -0.25 -2.24 -1.05
H 3.0153 -4.1108 3.8611 1.57 1.37 -0.75
H 4.2164 -3.7345 2.8118 -1.28 0.53 1.72
O 3.3560 -0.6889 3.8502 -1.54 -1.03 0.30
H 2.4208 -0.4408 4.1464 1.79 -0.44 -0.57
H 3.3991 -1.6950 3.7525 -0.27 1.91 0.31
O -0.1915 -1.9385 5.2703 -1.48 -1.07 1.81
H -1.0850 -1.5496 5.5427 1.73 -1.16 -0.33
H 0.0746 -2.6298 5.9595 -0.75 1.59 -1.39
O 4.7139 3.4534 1.6952 -0.18 -0.17 -1.91
H 5.3332 3.6731 0.9258 -1.68 -0.60 1.53
H 3.8440 3.1080 1.3109 1.72 0.70 0.31
O 0.4381 2.8541 3.4920 1.77 -0.55 0.22
H 0.4883 1.8863 3.7831 0.24 1.82 -0.55
H 1.3823 3.2093 3.4144 -2.01 -1.05 0.16
O 3.5792 -0.0035 -4.9041 2.25 -0.44 -0.16
H 4.4071 0.4568 -5.2598 -1.79 -1.14 0.83
H 3.8598 -0.8861 -4.4967 -0.41 1.83 -0.82
O -2.8508 2.3193 -5.3876 -1.52 1.11 -1.51
H -3.8450 2.1509 -5.4708 2.11 0.35 -0.14
H -2.5461 2.8214 -6.2115 -0.89 -1.13 1.62
O -0.3889 -4.1891 -1.4719 0.26 -1.75 0.55
H 0.5681 -4.3983 -1.2187 -1.95 0.01 -0.55
H -0.9459 -5.0185 -1.3115 1.48 1.62 -0.27
O -3.9040 4.0859 2.7429 -0.66 -1.09 1.56
H -4.0640 3.0957 2.6096 -0.04 2.12 0.52
H -4.2101 4.3319 3.6754 0.67 -0.90 -2.05
O -4.4485 5.4794 -1.4667 0.15 0.71 -1.65
H -4.8738 6.1729 -2.0682 1.23 -1.69 1.14
H -3.7032 5.0294 -1.9823 -1.55 1.03 0.54
O 7.9251 -1.7230 2.2664 -0.33 -1.87 0.88
H 8.2842 -2.6147 1.9505 -0.89 1.84 1.01
H 7.4395 -1.8710 3.1417 1.17 0.04 -1.89
O -1.5278 -0.0118 -4.8067 0.69 1.19 0.06
H -1.8936 0.9244 -4.9225 1.13 -2.03 0.13
H -0.5202 0.0496 -4.7393 -1.97 0.35 -0.26
O 0.6674 0.3934 4.6407 0.45 -0.37 1.61
H 0.9266 0.7177 5.5634 -0.64 -0.88 -1.91
H 0.3555 -0.5659 4.7199 0.67 1.51 0.36
O -5.8555 2.1076 1.9628 -1.88 -1.04 0.41
H -6.1462 1.1800 1.6819 0.35 2.07 0.71
H -6.6293 2.5485 2.4429 1.57 -1.18 -1.15
O -5.7309 -0.6800 -2.0946 -1.67 -0.40 -1.13
H -6.3157 -0.0358 -2.6110 1.09 -1.73 1.06
H -6.0943 -1.6144 -2.2311 0.61 2.11 0.13

***

93
Properties=species:S:1:pos:R:3:forces:R:3 method="wB97M-V/def2-TZVPD" mol_weight_g_mol=581.7 e_tot_ev=-57410.8847 homo_lumo_gap_ev=9.613 lumo_ha=0.013 homo_ev=-9.251 smiles="COC[C@H](C)N.NC(N)=O.NC(N)=O.NC(N)=O.NC(N)=O.NC(N)=O.CO.CO.CO.CO.CO.CO"
C 12.5147 10.9910 7.9682 1.07 -0.88 1.66
O 11.3090 10.9041 7.8278 -1.92 0.49 -0.68
N 12.9871 12.2562 8.5017 0.41 -2.50 -1.17
N 13.2276 9.7982 7.7936 1.15 3.43 0.79
H 12.2890 12.9667 8.2778 0.72 -0.23 0.03
H 13.9820 12.4528 8.3689 -0.63 0.15 0.09
H 14.1146 9.6423 8.2928 -0.82 0.17 -0.58
H 12.6484 9.0482 7.4625 0.09 -0.67 -0.06
C 11.0492 7.0168 7.5454 1.51 1.98 -0.63
O 12.0954 7.3011 6.8678 -3.02 -0.74 1.86
N 10.1396 8.0523 7.9759 1.59 -2.18 -0.67
N 10.7675 5.7410 7.9626 -0.06 0.45 -0.31
H 9.1743 7.8038 8.1373 0.24 0.18 -0.05
H 10.4108 9.0129 7.7668 -0.12 -0.33 -0.04
H 11.4721 5.0302 7.7593 -0.45 0.64 0.14
H 10.1914 5.6304 8.7932 0.34 -0.01 -0.14
C 9.5222 8.5515 15.1175 -1.82 0.18 0.00
O 10.2895 8.7495 14.1982 1.07 0.16 -0.61
N 8.1845 9.0542 14.9374 2.10 -1.88 1.54
N 9.9353 7.8144 16.2220 -3.09 1.62 -1.05
H 8.0643 9.7498 14.2266 0.22 0.20 -0.14
H 7.5661 9.0628 15.7225 -0.22 0.19 0.18
H 10.8736 7.5541 16.2148 1.81 -0.65 0.00
H 9.2988 7.4982 16.9336 0.17 0.10 -0.05
C 10.4453 12.8616 13.5303 -1.39 1.13 -0.64
O 11.3837 13.6260 13.7558 -0.76 -1.28 0.19
N 10.2858 11.5247 13.9882 1.57 1.10 -1.00
N 9.3396 13.3992 12.7620 0.94 -1.93 1.17
H 11.2044 11.0947 14.2416 -1.07 0.68 -0.19
H 9.8393 10.9295 13.2831 -0.24 0.37 0.45
H 9.3051 14.4052 12.7617 0.09 -0.02 0.14
H 8.4481 12.9042 12.8636 0.52 0.34 -0.08
C 12.5196 9.3783 11.6927 -2.48 -0.57 0.04
O 13.3408 9.5394 10.8477 2.22 0.77 -1.96
N 12.9153 9.0971 12.9589 -0.83 -0.20 0.87
N 11.1230 9.3831 11.2499 0.64 0.49 2.63
H 12.3031 8.8752 13.7577 0.29 0.09 -0.81
H 13.9250 9.0380 13.0489 -0.55 0.02 0.08
H 10.9541 10.2118 10.6788 0.40 -0.43 -0.29
H 10.5063 9.4948 12.0714 0.24 -0.44 -0.48
C 8.4604 13.1750 7.5096 0.18 1.22 -0.21
C 8.0530 12.1657 8.5442 0.06 -1.29 0.59
C 7.9150 10.7572 7.9418 0.61 0.04 -0.22
O 7.0506 10.7877 6.8381 -0.50 0.11 -0.57
C 6.9031 9.4999 6.2626 0.17 -0.03 0.71
N 8.9514 12.0262 9.7303 0.49 0.33 -0.70
H 7.7328 13.2082 6.6878 0.24 -0.17 0.18
H 9.4628 12.9943 7.0991 -0.25 -0.26 0.09
H 8.4827 14.1994 7.9349 -0.03 -0.47 -0.05
H 7.0808 12.4129 8.9774 -0.10 0.20 -0.19
H 7.4815 10.0692 8.6776 0.30 -0.02 0.21
H 8.9231 10.3938 7.6215 -0.60 0.27 0.31
H 7.8398 9.2009 5.7944 0.22 -0.25 0.06
H 6.1452 9.5043 5.4809 -0.15 0.24 0.25
H 6.6364 8.7848 7.0775 0.05 0.15 -0.67
H 9.9252 11.8515 9.4464 -0.47 -0.15 -0.36
H 9.0092 12.9213 10.1932 -0.07 0.35 0.22
C 16.8305 10.0159 10.1499 -1.72 0.09 -1.03
O 15.6492 10.7549 9.7886 0.43 0.04 0.03
H 17.2500 9.6725 9.2361 0.71 -0.16 -0.91
H 17.5309 10.6468 10.6420 0.54 0.27 0.82
H 16.5296 9.1079 10.6441 0.19 -0.20 0.86
H 14.9297 10.4483 10.3507 -0.33 -0.04 0.11
C 10.3308 5.9621 12.1620 1.71 -0.67 -1.51
O 9.8652 6.2234 10.8221 -0.23 0.85 0.67
H 11.1326 6.6447 12.4321 -0.15 0.48 0.09
H 9.5474 6.0032 12.8786 -0.70 -0.16 0.66
H 10.8726 4.9883 12.1305 -0.90 0.35 0.13
H 9.7382 7.1960 10.7714 0.34 -0.73 -0.16
C 7.2483 9.7149 11.5645 -1.01 0.43 -0.89
O 8.0979 10.7912 11.9536 -0.66 -1.20 1.92
H 6.5141 9.4333 12.3554 0.77 0.41 -0.24
H 6.6080 10.0777 10.6977 0.75 -0.75 0.79
H 7.8087 8.7953 11.2951 -0.21 0.51 -0.01
H 8.4444 11.2324 11.1678 0.28 0.24 -1.26
C 14.3701 12.9200 12.7714 0.05 0.39 0.93
O 13.8302 12.5980 14.0706 0.84 -0.66 -0.68
H 14.3214 14.0028 12.6387 -0.08 0.02 -0.25
H 15.4304 12.6661 12.8449 -0.12 -0.12 -0.25
H 13.9215 12.4247 11.8938 -0.09 -0.07 0.53
H 12.9236 12.9102 14.1636 -0.33 0.47 -0.43
C 13.7478 10.2847 16.2200 -0.09 0.70 1.09
O 14.4774 9.0958 16.0158 0.61 -0.27 -0.83
H 12.7125 10.0371 16.2078 -1.03 -0.31 0.42
H 14.0501 10.6792 17.2098 -0.43 0.16 -0.51
H 13.8496 11.0278 15.4366 0.55 0.06 -0.07
H 15.1843 9.3751 15.4390 0.65 -0.26 -0.10
C 12.9801 5.7696 14.7379 0.59 -0.68 0.12
O 13.0359 6.9163 15.5420 -0.96 0.25 0.20
H 11.9387 5.5965 14.4581 0.09 -0.09 -0.07
H 13.6036 5.8022 13.8204 -0.34 0.19 0.44
H 13.3378 4.9332 15.3662 -0.21 -0.03 -0.52
H 13.7500 7.5249 15.3575 0.40 0.25 0.05

***

108
Properties=species:S:1:pos:R:3:forces:R:3 method="wB97M-V/def2-TZVPD" mol_weight_g_mol=784.8 e_tot_ev=-79963.6162 homo_lumo_gap_ev=8.242 lumo_ha=-0.007 homo_ev=-8.441 de_lowest_kcal_mol=98.31
C -3.5010 -0.6934 -2.3879 -0.91 0.31 0.21
O -3.3042 -1.0364 -3.5016 0.74 -2.11 -4.07
N -4.5239 -1.0340 -1.6375 -2.65 -1.14 1.99
N -2.7621 0.1974 -1.8075 2.89 2.44 1.92
H -4.5054 -0.6501 -0.7035 -0.71 -0.50 -0.23
H -5.2708 -1.6391 -1.9474 0.40 0.25 0.06
H -2.9413 0.4452 -0.8450 0.57 0.40 -0.28
H -1.8768 0.3945 -2.2519 -0.03 0.34 0.42
C -2.8008 4.2209 -1.9836 1.85 -0.75 2.56
O -3.6310 4.4491 -2.7654 -4.12 1.82 -3.29
N -2.5979 4.6747 -0.7565 -1.86 2.90 2.08
N -1.8501 3.3628 -2.1404 3.86 -4.77 -3.19
H -3.1159 5.5228 -0.5761 0.46 -0.12 0.86
H -1.7751 4.2903 -0.3147 -0.63 1.02 0.83
H -1.1753 3.0571 -1.4539 -0.30 0.07 -0.17
H -1.8833 2.7689 -2.9567 0.09 0.13 -0.01
C -0.2326 2.4871 -5.6409 -2.31 1.17 -0.80
O -1.2711 2.4106 -6.2543 -0.63 -0.09 -1.47
N 0.6535 3.4689 -5.7251 2.78 3.49 -1.57
N 0.0414 1.7743 -4.6075 1.55 -3.78 4.09
H 0.5959 4.2244 -6.3929 -0.50 -0.49 -0.04
H 1.5521 3.4553 -5.2641 -0.40 -0.29 -0.02
H -0.3951 0.8960 -4.3665 -0.11 0.20 -0.37
H 0.9249 1.9257 -4.1420 -0.41 -0.30 0.16
C 0.5778 -2.2535 -4.3543 -2.29 -0.34 0.30
O 0.9435 -1.3236 -3.6901 1.36 1.90 1.22
N -0.6914 -2.6723 -4.3883 -1.74 -0.40 0.34
N 1.2677 -3.0471 -5.1370 3.19 -1.70 -2.05
H -1.4238 -2.1693 -3.9081 -0.27 -0.05 -0.16
H -0.8818 -3.4269 -5.0321 -0.81 0.50 0.45
H 2.2247 -2.8674 -5.4053 -0.28 -0.02 0.26
H 0.7900 -3.8378 -5.5453 0.63 0.31 -0.07
C 0.3442 0.6660 -0.5887 0.56 2.29 -1.93
O 0.2785 1.3362 -1.6338 -0.32 1.08 0.22
N 0.2923 1.0612 0.6518 -0.95 2.68 2.45
N 0.6224 -0.5823 -0.6087 0.54 -5.23 -0.78
H 0.0982 2.0428 0.7891 -0.07 0.05 0.36
H 0.8248 0.5562 1.3458 0.02 0.11 -0.09
H 0.2379 -1.0272 0.2125 0.73 -0.91 -0.28
H 0.6468 -1.0607 -1.4979 -0.29 -0.19 -0.20
C -2.8632 -3.2096 0.6027 0.11 0.38 -2.40
O -2.4031 -3.6596 -0.4151 0.28 -1.44 -1.53
N -2.1822 -2.5763 1.4833 3.42 2.49 4.18
N -4.1307 -3.0684 0.9061 -4.49 -0.96 -0.06
H -1.2258 -2.2696 1.3774 -0.01 -0.35 0.16
H -2.7171 -2.2274 2.2657 0.95 0.14 0.08
H -4.8249 -3.4875 0.3039 0.08 0.18 0.31
H -4.4056 -2.4895 1.6867 -0.33 -0.42 -0.48
C 0.4821 4.5189 0.3888 -0.33 -2.39 0.14
O -0.4611 3.8358 0.7105 -2.21 -1.75 0.83
N 1.5063 4.1085 -0.2566 3.09 -2.89 -2.57
N 0.6297 5.7185 0.6959 -0.96 7.77 2.75
H 2.1360 4.8448 -0.5419 0.14 -1.07 -0.73
H 1.2651 3.2829 -0.7859 1.03 -0.40 -0.64
H 1.4664 6.2256 0.4449 -0.68 0.25 0.16
H -0.2175 6.1951 0.9701 0.47 0.41 0.28
C -0.1731 0.0508 5.3135 1.09 2.87 1.08
O -0.2512 -1.1031 5.6207 -0.89 -2.23 0.08
N -0.5858 1.0882 6.0863 -2.13 -0.67 2.37
N 0.4563 0.5852 4.3097 2.22 -0.48 -4.07
H -0.9641 0.6516 6.9148 -0.08 1.12 0.58
H -0.1904 2.0176 6.0846 -0.10 -0.51 0.15
H 0.7116 1.5605 4.2489 -0.26 -0.42 -0.09
H 0.8678 -0.0422 3.6335 0.24 0.22 -0.29
C 1.6276 -2.5672 2.6395 -2.39 -0.42 0.03
O 0.8477 -1.8822 2.0210 -2.27 2.69 -0.69
N 1.5660 -2.8170 3.9159 0.82 0.21 2.87
N 2.3508 -3.3859 1.9715 3.97 -3.09 -3.42
H 0.7986 -2.4678 4.4721 0.31 0.26 0.49
H 2.3068 -3.4348 4.2155 -0.76 0.12 0.87
H 2.0669 -3.5516 1.0165 0.58 0.28 -0.30
H 3.1165 -3.9584 2.2973 -0.39 0.17 0.24
C 3.8745 0.7088 2.5656 -1.47 -0.95 -1.30
O 2.7040 0.6863 2.2332 -1.34 0.52 0.04
N 4.8498 0.5157 1.7033 2.31 -0.22 -1.96
N 4.2991 0.7987 3.8025 0.82 0.41 2.54
H 5.7954 0.3632 2.0238 -0.22 0.10 -0.33
H 4.6612 0.3536 0.7244 -0.20 -0.10 0.14
H 5.3058 0.8031 3.8839 -0.46 0.30 0.99
H 3.6421 1.0632 4.5227 0.53 -0.14 -0.01
C 4.3714 -0.0161 -1.8823 -0.32 -2.27 0.77
O 5.4977 0.0695 -2.2404 3.67 0.74 -0.87
N 3.3782 0.7253 -2.2336 -2.07 4.02 -2.07
N 3.8903 -0.9557 -1.0882 -0.06 -2.30 2.33
H 3.6876 1.4282 -2.8896 -0.96 0.05 -0.14
H 2.4343 0.3781 -2.1414 -0.04 0.69 -0.61
H 2.9032 -0.8654 -0.8946 0.23 -0.98 0.71
H 4.4930 -1.6836 -0.7317 -0.52 0.05 -0.12
C 0.5011 -4.0529 -0.8159 0.02 -2.45 -0.42
C 0.1918 -5.4724 -0.1117 -1.70 3.94 1.54
O 0.7540 -6.5394 -0.7252 1.16 -1.44 -1.52
O 1.9204 -3.9979 -0.9647 0.05 0.79 0.23
H 0.1122 -3.1603 -0.3259 0.33 -0.49 0.55
H 0.0202 -4.0300 -1.7938 -0.04 -0.14 -0.20
H -0.8930 -5.5299 -0.0224 -0.15 -0.25 -0.30
H 0.5378 -5.3661 0.9164 0.27 -0.01 0.22
H 1.1740 -7.1192 -0.0856 -0.05 0.11 -0.08
H 2.1668 -4.7971 -1.4361 0.07 -0.17 -0.07
C -3.5201 1.6786 3.8711 0.62 -1.31 -0.32
C -2.6547 1.4322 2.6595 -0.46 0.85 -0.09
O -3.0016 2.3230 1.5894 0.69 -0.84 0.67
O -3.2607 2.9044 4.4941 -0.63 0.79 -0.04
H -3.2232 0.8514 4.5158 -0.44 -0.24 0.60
H -4.5660 1.5821 3.5800 -0.07 0.41 0.36
H -2.7057 0.3924 2.3363 -0.18 -0.02 -0.19
H -1.6474 1.5902 3.0448 0.49 0.03 -0.51
H -2.4743 3.0946 1.8088 -0.12 0.51 -0.63
H -2.3324 2.9896 4.7232 0.08 -0.35 -0.02